1.
DFT (ωB97M-V/def2-TZVPD) results for C51H128NO23Zn as an isolated structure at a distorted geometry.

```
204
Properties=species:S:1:pos:R:3:forces:R:3
Zn 0.13498 -2.23396 3.75085 -1.44 3.04 -0.73
C -0.02836 -1.48631 -1.27829 -0.38 -0.02 0.13
C 0.93720 -0.60144 -0.44674 0.43 -1.27 -1.05
C 1.33570 0.59477 -1.39080 -0.15 -0.25 1.69
C 0.19641 1.56872 -1.45950 -0.51 -0.49 -0.29
C -0.34776 1.98968 -0.10104 0.37 0.51 -0.88
C -0.71533 0.88023 0.89214 0.77 0.18 0.88
N 0.41652 -0.11878 0.85488 0.85 0.80 0.94
O 0.45512 -1.06581 1.95268 -0.14 -0.20 -0.90
C -2.10142 0.33735 0.57865 -0.39 0.00 0.30
C -0.73909 1.61363 2.27706 1.37 -0.30 -0.29
C 2.26346 -1.44627 -0.28295 -0.86 0.58 0.29
H -0.98243 -0.99608 -1.47199 -0.04 0.06 0.18
H -0.24547 -2.43951 -0.79624 -0.01 -0.02 0.26
H 0.36274 -1.72168 -2.26811 0.35 -0.03 -0.02
H 1.63351 0.24481 -2.37920 -0.03 -0.22 -0.01
H 2.19700 1.07215 -0.92351 0.27 0.18 0.02
H -0.61243 1.06754 -1.99119 -0.17 0.07 -0.36
H 0.47352 2.44781 -2.04132 -0.05 0.19 -0.06
H -1.22340 2.58228 -0.36598 -0.38 0.13 0.46
H 0.37434 2.69978 0.30196 0.07 -0.14 0.47
H -2.21146 -0.69120 0.92226 0.19 -0.33 -0.62
H -2.33628 0.57333 -0.45925 -0.18 -0.83 -0.27
H -2.89983 0.82032 1.14203 0.21 0.51 0.19
H -0.84457 1.00141 3.17270 -0.44 -0.31 -0.26
H -1.39459 2.48429 2.29638 -0.49 -0.26 -0.19
H 0.25172 2.05686 2.37676 0.29 0.01 0.12
H 2.12571 -2.39716 0.23177 -0.26 0.23 0.40
H 2.99769 -0.82198 0.22623 0.09 -0.19 0.15
H 2.68849 -1.74274 -1.24188 -0.20 0.39 -0.36
C -3.52708 -1.25436 5.54607 -0.54 1.38 1.63
C -2.25894 -1.20719 5.05179 -1.18 -1.91 -0.73
C -1.14946 -0.55300 5.83402 1.14 0.62 -0.11
O 0.04284 -0.48780 5.34800 0.32 -1.86 -1.75
C -1.34664 0.02050 7.04609 -1.86 0.10 1.09
C -2.67557 0.09597 7.62164 -0.16 0.52 0.36
C -3.85046 -0.58618 6.82159 -0.88 0.11 1.06
O -4.94282 -0.52368 7.41441 1.33 -0.59 -1.83
O -2.99350 0.67797 8.66321 0.76 -0.53 -0.98
O -2.03572 -1.91441 3.94911 2.23 0.52 0.59
H -4.32644 -1.76453 5.02919 0.03 -0.11 -0.11
H -0.52407 0.46946 7.58293 -0.01 -0.05 0.04
C 3.34181 2.88736 3.85832 0.09 0.60 -0.24
C 3.06801 1.51411 3.29984 -0.26 -0.43 1.34
O 2.87726 1.56008 1.93448 0.45 0.46 -1.79
H 2.53627 3.59549 3.66403 -0.51 -0.32 0.30
H 4.14394 3.40645 3.33370 0.53 -0.48 -0.03
H 3.57139 2.84586 4.92306 -0.14 0.06 -0.01
H 2.19871 1.02210 3.73612 -0.41 0.36 0.43
H 3.86207 0.81535 3.56311 0.60 0.19 -0.03
H 2.22156 0.91335 1.66354 -0.83 -0.42 -0.22
C 4.06742 5.47807 -1.23041 -0.73 -0.65 -0.27
C 4.00142 3.96697 -0.88611 0.31 2.19 0.25
O 3.82573 3.91911 0.51966 -0.24 -0.38 -0.33
H 4.96513 5.92237 -0.80050 -0.13 0.11 -0.12
H 3.16552 5.94480 -0.83438 0.14 0.06 0.55
H 3.95149 5.69865 -2.29154 0.67 -0.26 -0.25
H 4.96477 3.51175 -1.11598 -0.14 -0.41 -0.54
H 3.13769 3.52526 -1.38305 0.23 -0.34 -0.24
H 3.32461 3.10854 0.63572 -0.05 -0.40 1.09
C -3.43639 1.75872 -3.26679 -0.21 0.26 -0.24
C -2.83454 3.07465 -3.77508 -0.51 -0.22 2.34
O -2.38296 2.98809 -5.06679 0.41 -0.30 -2.01
H -2.67350 1.00922 -3.05620 0.04 -0.03 -0.13
H -4.17350 1.34416 -3.95447 0.19 0.01 -0.34
H -4.01752 1.91759 -2.35842 0.25 0.24 0.22
H -1.98845 3.32962 -3.13695 0.12 0.06 0.42
H -3.55105 3.88871 -3.66541 -0.30 0.01 -0.03
H -2.09463 3.86287 -5.33739 0.08 0.01 -0.15
C 5.44792 -0.09854 -1.50135 -2.00 0.44 1.34
C 5.73678 0.46686 -0.07600 -0.38 0.30 -2.70
O 7.12838 0.36331 -0.02919 1.52 -0.21 1.75
H 4.36823 -0.05057 -1.64300 -0.24 -0.16 -0.32
H 5.72493 -1.15270 -1.51187 0.32 0.17 -0.34
H 5.87281 0.52799 -2.28559 0.42 -0.26 0.11
H 5.17859 -0.04904 0.70526 0.65 -0.36 0.09
H 5.42533 1.50862 0.00049 -0.14 0.13 0.01
H 7.52164 1.08973 -0.51833 -0.16 0.02 0.04
C 2.66726 -4.25559 -3.97731 -0.04 0.24 -1.49
C 1.47000 -4.10364 -4.96569 1.42 -0.23 0.98
O 0.28640 -4.36163 -4.29256 -1.62 0.87 0.22
H 2.64728 -5.23569 -3.50076 0.13 0.22 0.15
H 2.68094 -3.42120 -3.27608 -0.48 -0.23 0.36
H 3.59076 -4.10142 -4.53541 0.17 -0.37 -0.11
H 1.48929 -4.75598 -5.83871 0.68 -0.10 -0.16
H 1.53240 -3.07188 -5.31163 -0.59 0.06 -0.11
H 0.36757 -5.12763 -3.71963 0.44 -0.18 -0.08
C 4.49139 -4.12858 -0.71062 0.47 0.53 -0.96
C 3.52923 -5.25871 -0.52226 0.53 0.50 0.24
O 3.83926 -5.83252 0.75300 -0.99 -0.37 -0.06
H 4.49720 -3.38240 0.08391 -0.32 -0.25 0.20
H 4.24219 -3.59279 -1.62655 0.27 0.04 -0.16
H 5.50303 -4.52734 -0.78598 0.17 0.11 -0.13
H 3.63473 -6.01037 -1.30455 0.06 -0.04 -0.16
H 2.52286 -4.85474 -0.63242 -0.31 -0.37 0.78
H 4.67612 -6.27907 0.60516 0.10 -0.08 0.27
C -5.36384 -0.67386 1.85123 0.33 0.94 0.48
C -5.44754 -2.14670 2.14075 -0.70 0.44 -0.37
O -4.25219 -2.79096 1.89041 1.39 -1.01 -0.97
H -6.26752 -0.15933 2.17790 -0.10 0.05 -0.01
H -5.16925 -0.41090 0.81148 -0.27 -0.54 -0.26
H -4.52184 -0.21236 2.36713 -0.04 -0.13 0.38
H -6.14920 -2.54506 1.40789 -0.37 -0.41 0.42
H -5.70515 -2.38874 3.17184 -0.70 0.34 0.01
H -3.59074 -2.49379 2.51950 0.54 0.26 0.50
C -4.31504 3.65508 0.35733 -0.33 -0.50 -0.22
C -5.30535 2.48858 0.29656 0.09 -0.17 -0.07
O -6.45658 2.79307 -0.50607 0.47 0.31 0.17
H -4.06258 4.03552 -0.63243 -0.30 0.06 -0.13
H -3.36625 3.29237 0.75273 -0.03 -0.04 0.34
H -4.69151 4.46538 0.98167 0.07 0.03 -0.10
H -5.60954 2.18105 1.29706 -0.15 0.32 0.28
H -4.83082 1.58318 -0.08183 0.33 0.06 -0.40
H -6.99447 1.99914 -0.55034 -0.06 -0.04 0.02
C -1.32664 -5.57299 -1.89869 0.82 0.34 -0.15
C -0.33328 -6.75717 -1.74691 -0.87 0.81 -0.12
O 0.82107 -6.59503 -2.61154 -0.88 0.08 0.65
H -1.78424 -5.50394 -2.88557 -0.11 -0.31 0.04
H -0.83705 -4.60808 -1.76698 0.54 0.00 -0.11
H -2.08781 -5.50999 -1.12104 -0.16 -0.76 -0.05
H -0.85909 -7.67657 -2.00446 0.09 -0.15 0.03
H -0.04978 -6.79322 -0.69504 0.34 -0.15 0.03
H 1.45769 -7.27666 -2.38420 0.04 -0.05 -0.04
C 4.04205 -1.73303 2.70518 -0.12 0.37 0.16
C 3.08776 -2.83754 3.07961 1.37 -0.85 -0.10
O 2.17433 -2.41882 4.09510 -0.47 -0.14 -0.51
H 3.47637 -0.87384 2.34477 0.09 -0.14 -0.15
H 4.77656 -2.04575 1.96303 -0.16 -0.12 -0.10
H 4.61359 -1.40572 3.57370 0.05 0.01 0.16
H 3.62921 -3.64898 3.56590 0.33 -0.29 -0.33
H 2.64281 -3.26786 2.18242 -0.75 0.34 0.35
H 2.75947 -2.14524 4.80529 -0.60 0.39 0.52
C -4.15006 1.98140 3.96236 -0.20 0.45 -0.21
C -4.74557 3.40595 3.94880 0.02 -1.67 0.17
O -5.70695 3.57604 5.01878 0.68 0.41 -1.11
H -3.44198 1.86705 4.78311 -0.15 -0.24 0.16
H -3.59527 1.77922 3.04615 0.22 0.26 -0.10
H -4.92726 1.21721 3.97163 -0.04 0.11 0.47
H -5.24111 3.51702 2.98433 -0.44 0.36 0.33
H -3.89211 4.08396 3.94929 -0.19 0.56 0.42
H -5.32867 3.20096 5.81742 0.13 -0.12 0.11
C 0.77359 5.43662 1.22405 0.71 -0.55 0.59
C -0.56996 5.60786 1.91374 0.49 0.63 -0.78
O -1.05029 6.92137 1.61521 -0.82 -0.03 -0.15
H 0.82714 5.45065 0.13546 -0.71 0.25 -0.06
H 1.25901 4.49738 1.48920 0.00 -0.12 0.27
H 1.43541 6.22422 1.58430 0.16 0.06 -0.02
H -0.48187 5.49643 2.99444 0.11 -0.25 0.07
H -1.30477 4.89206 1.54525 -0.12 0.13 0.01
H -0.55093 7.58490 2.09683 0.16 -0.19 0.10
C -1.02268 3.50905 6.01971 -0.24 0.30 0.51
C 0.44083 3.20174 5.69680 -0.36 0.30 0.23
O 1.02011 2.40590 6.73123 0.34 0.36 -0.47
H -1.67554 3.68256 5.16428 0.17 -0.22 -0.29
H -1.15553 4.38864 6.64961 0.33 0.19 0.07
H -1.43105 2.70455 6.63134 -0.07 -0.24 -0.30
H 1.04918 4.10427 5.63809 -0.07 0.17 0.19
H 0.51582 2.77917 4.69484 0.07 -0.60 0.08
H 0.80069 1.48612 6.56549 -0.15 -0.29 -0.24
C 1.35288 3.46817 -5.23102 -0.04 -1.09 0.21
C 2.57063 3.51079 -4.35965 0.15 0.42 0.43
O 3.61297 4.15623 -5.03466 1.12 0.74 -0.34
H 1.09554 4.45665 -5.61153 -0.06 -0.12 0.09
H 0.55185 2.99301 -4.66475 -0.40 0.25 -0.08
H 1.57852 2.77666 -6.04280 -0.23 0.17 -0.39
H 2.92320 2.53789 -4.01720 -0.36 -0.34 0.04
H 2.39873 4.11069 -3.46597 -0.11 0.01 0.08
H 4.07243 3.55423 -5.62465 -0.13 -0.11 0.00
C -4.21675 -2.03072 -3.13986 1.25 0.37 0.97
C -3.63724 -2.54614 -1.79021 -2.11 -0.15 -0.20
O -4.80177 -2.89583 -0.95026 1.30 0.16 -1.16
H -4.80268 -2.77172 -3.68364 0.03 -0.04 0.27
H -3.34930 -1.74684 -3.73571 0.03 -0.08 -0.37
H -4.78078 -1.10852 -3.00015 -0.24 -0.16 0.13
H -3.00789 -1.83648 -1.25317 -0.19 0.39 -0.21
H -2.99262 -3.39970 -1.99999 -0.18 -0.37 0.12
H -4.50359 -2.84155 -0.03936 0.19 -0.12 0.51
C -0.40120 -0.38716 -5.12232 -1.10 -0.90 -0.96
C -1.58976 -0.25103 -6.10833 1.05 0.09 0.28
O -1.38983 0.94050 -6.82737 -0.27 0.10 -0.97
H -0.31156 0.57274 -4.61373 0.13 -0.31 0.46
H 0.50867 -0.61973 -5.67562 0.07 0.32 -0.08
H -0.59727 -1.26945 -4.51305 0.15 0.27 0.68
H -2.55461 -0.30413 -5.60401 -0.11 0.36 0.30
H -1.63529 -1.05664 -6.84114 0.31 -0.11 -0.02
H -1.59977 1.69516 -6.27238 -0.23 0.10 0.37
C -2.14020 -5.17807 2.11325 -0.26 -0.91 0.02
C -1.11809 -4.15709 1.69949 -0.86 0.15 0.17
O -0.14834 -4.04560 2.77639 0.20 0.00 -0.55
H -1.69048 -6.17034 2.07788 0.10 -0.24 -0.25
H -3.00719 -5.18118 1.45262 0.01 0.11 0.01
H -2.48552 -5.11751 3.14533 -0.03 0.71 -0.07
H -1.56220 -3.18547 1.48312 0.26 0.14 0.43
H -0.63794 -4.48017 0.77581 0.36 0.07 0.06
H 0.49747 -4.72699 2.57582 0.40 0.08 0.40
C 3.52853 -0.61946 -5.44187 -0.08 -0.37 0.00
C 3.24420 -1.27504 -6.77083 0.40 -0.07 -1.32
O 3.80283 -2.59979 -6.79735 -0.15 0.15 0.45
H 4.58430 -0.76966 -5.21629 0.01 0.02 0.09
H 2.93568 -1.08209 -4.65282 0.01 0.01 0.11
H 3.32778 0.45189 -5.43694 -0.14 -0.03 -0.17
H 3.70113 -0.73527 -7.60026 0.47 0.48 0.13
H 2.21119 -1.29713 -7.11797 -0.48 -0.11 0.75
H 3.79175 -2.90101 -7.70880 -0.04 -0.06 0.00
```
Positions in Å, forces in eV/Å.

Computed properties:
E   -151958.93162 eV
Orbital gap   6.0 eV
LUMO level   0.0466 Eh
Net charge   -1
Spin multiplicity   1

Here are the Mulliken charges for atoms 1 to 2, given in e:
1 Zn 0.110
2 C 0.686

***

2.
DFT (ωB97M-V/def2-TZVPD) results for C51H36F9N2P3PdS2 as an isolated structure at a distorted geometry.

```
104
Properties=species:S:1:pos:R:3:forces:R:3
Pd -0.19750 0.43084 0.29287 -0.56 0.76 0.23
S 2.16365 0.21105 1.82950 -0.33 -0.02 0.15
C 2.46249 -1.09797 0.74597 0.10 0.02 -0.14
S 1.67516 -1.07872 -0.77280 0.19 -0.25 -0.25
C 3.33635 -2.13310 1.12153 -0.08 0.14 0.08
C 3.98276 -2.15143 2.38280 0.03 -0.01 0.29
N 4.52251 -2.23501 3.40320 0.02 0.03 -0.07
C 3.61047 -3.26168 0.31452 0.06 -0.19 -0.32
N 3.88326 -4.20760 -0.29404 -0.04 0.06 0.03
C -3.40894 -1.33949 -0.07419 0.11 -0.12 0.00
C -3.74240 -0.01988 0.60661 0.03 0.16 0.01
P -2.37091 1.18227 0.25318 0.81 -0.66 -0.28
C -3.03679 2.69771 1.01134 0.16 0.23 0.03
C -3.07315 3.93098 0.35877 -0.05 -0.09 0.06
C -3.39028 5.08958 1.05306 0.00 0.08 0.01
C -3.67561 5.03757 2.40811 0.04 0.06 0.07
C -3.61561 3.82069 3.07757 0.02 0.06 0.01
C -3.28488 2.66858 2.38802 -0.08 -0.16 -0.09
C -2.77762 1.37155 -1.53976 -0.19 0.10 -0.02
C -3.95142 1.97690 -1.98891 0.02 -0.01 -0.10
C -4.22884 2.07140 -3.34612 -0.08 0.05 0.03
C -3.35120 1.52613 -4.27209 0.07 -0.05 -0.07
C -2.20336 0.87931 -3.83597 -0.05 0.03 -0.05
C -1.91159 0.80726 -2.48028 -0.10 0.09 -0.04
P -1.64746 -1.88756 0.28330 -0.04 -0.28 0.41
C -1.89724 -2.03567 2.11662 -0.16 -0.10 0.11
C -1.09052 -1.32964 3.00664 0.12 -0.18 -0.20
C -1.33932 -1.34728 4.37310 -0.04 -0.04 0.04
C -2.40245 -2.08199 4.87414 0.06 0.08 0.08
C -3.19696 -2.81571 4.00488 -0.15 -0.13 -0.04
C -2.94786 -2.79364 2.64074 0.01 0.12 0.09
C -1.89520 -3.65082 -0.17866 0.09 -0.11 -0.16
C -2.33895 -3.93146 -1.47574 -0.05 -0.02 0.15
C -2.46197 -5.23650 -1.92142 -0.04 -0.06 -0.07
C -2.11804 -6.29511 -1.09085 0.02 -0.01 -0.01
C -1.61214 -6.02760 0.17304 0.01 -0.05 0.04
C -1.48970 -4.72108 0.62139 -0.04 0.04 -0.09
H -3.50044 -1.23038 -1.15694 -0.05 -0.03 -0.01
H -4.09078 -2.12935 0.24959 -0.06 0.06 -0.07
H -3.82909 -0.16704 1.68568 0.06 0.03 0.00
H -4.69068 0.38434 0.23853 -0.02 -0.02 0.05
H -2.85617 3.98580 -0.69998 0.04 0.05 0.03
H -3.39666 6.04140 0.53429 -0.02 -0.01 -0.01
H -3.91715 5.94272 2.95159 0.02 0.01 -0.01
H -3.79244 3.78469 4.14611 -0.03 -0.04 -0.02
H -3.19836 1.72234 2.91444 0.02 0.07 0.05
H -4.65375 2.39240 -1.27438 0.03 0.01 0.01
H -5.13197 2.57039 -3.67925 0.00 -0.01 0.00
H -3.55662 1.59633 -5.33410 -0.04 0.02 0.02
H -1.52816 0.44303 -4.56228 0.04 -0.02 0.06
H -1.00097 0.32928 -2.13175 0.02 0.00 0.06
H -0.23443 -0.79320 2.61934 0.11 0.18 -0.03
H -0.68756 -0.79774 5.04204 0.00 0.00 -0.03
H -2.60674 -2.09296 5.93889 0.01 -0.02 -0.01
H -4.01333 -3.41434 4.39492 -0.01 0.02 -0.02
H -3.57678 -3.37630 1.97671 0.01 -0.01 0.03
H -2.58163 -3.11184 -2.14382 -0.03 -0.03 -0.01
H -2.81960 -5.43133 -2.92643 0.00 0.01 0.01
H -2.22194 -7.31787 -1.43273 0.02 0.01 -0.02
H -1.30668 -6.84473 0.81645 0.02 0.01 0.00
H -1.07517 -4.52570 1.60226 -0.02 -0.03 0.02
F 1.79775 6.59558 4.94698 -0.16 -0.06 -0.05
C 0.58609 6.08012 4.60870 0.02 0.21 0.27
F -0.24033 7.15149 4.48153 0.12 -0.15 0.02
F 0.15564 5.39086 5.68502 0.05 0.09 -0.13
C 0.64114 5.25838 3.36747 -0.10 -0.08 -0.10
C 0.54740 3.87676 3.41830 -0.06 0.12 0.15
C 0.58734 3.13863 2.24763 0.01 -0.06 -0.19
C 0.74459 3.75674 1.00519 -0.06 0.17 0.05
C 0.82902 5.15210 0.97934 -0.01 -0.08 0.01
C 0.77696 5.89658 2.14343 -0.02 0.09 0.06
P 0.85653 2.68104 -0.51197 0.03 -0.04 0.32
C 2.67515 2.58910 -0.67750 0.14 -0.03 -0.05
C 3.56949 2.81382 0.36411 -0.07 0.05 -0.14
C 4.93448 2.77472 0.13115 0.11 -0.03 -0.06
C 5.40953 2.50063 -1.14364 -0.11 -0.02 0.04
C 4.52742 2.21139 -2.17930 0.09 0.01 0.05
C 3.16806 2.24127 -1.93647 -0.03 -0.05 0.12
C 6.86745 2.59604 -1.43422 0.24 0.12 -0.09
F 7.20246 3.84033 -1.89969 -0.02 -0.22 0.07
F 7.64678 2.38917 -0.35498 -0.08 0.01 -0.09
F 7.27723 1.73177 -2.38720 -0.04 0.09 0.09
C 0.61224 4.02734 -1.77452 0.12 0.31 -0.24
C -0.61289 4.07375 -2.44121 0.09 -0.07 0.23
C -0.90840 5.07225 -3.35133 0.03 0.22 -0.12
C 0.03297 6.06082 -3.61696 0.05 -0.34 0.17
C 1.27475 6.01638 -2.99302 -0.01 0.17 -0.12
C 1.56388 5.00371 -2.09613 -0.13 -0.19 -0.01
C -0.31335 7.13989 -4.58014 -0.13 0.29 -0.23
F 0.71489 7.97689 -4.83176 -0.09 -0.08 0.02
F -0.71888 6.65504 -5.77925 0.06 0.03 0.12
F -1.33695 7.91680 -4.14007 0.12 -0.09 -0.03
H 0.43092 3.38230 4.37391 0.00 -0.06 -0.05
H 0.51437 2.06024 2.27924 -0.06 -0.06 0.03
H 0.93146 5.67931 0.04365 -0.02 0.02 0.01
H 0.83497 6.97786 2.10374 0.00 -0.01 -0.03
H 3.19864 3.02065 1.35695 0.04 0.01 0.02
H 5.63361 2.94268 0.93951 -0.04 0.03 0.02
H 4.91597 1.95718 -3.15669 -0.06 -0.01 -0.02
H 2.46698 1.99399 -2.72501 0.05 0.00 -0.05
H -1.33769 3.30088 -2.23269 -0.09 -0.03 -0.07
H -1.86444 5.08695 -3.86104 -0.02 -0.03 0.03
H 2.00959 6.78394 -3.19954 0.01 -0.04 -0.03
H 2.53857 4.97744 -1.62529 0.00 0.01 0.01
```
Positions in Å, forces in eV/Å.

Computed properties:
E   -133930.75673 eV
Orbital gap   4.5 eV
LUMO level   0.1367 Eh
ΔE to the lowest compared entry with this formula, charge and spin   19.3 kJ/mol
Net charge   -2
Spin multiplicity   1

Here are the Mulliken charges for atoms 1 to 2, given in e:
1 Pd -1.240
2 S -0.456